# 1
DFT (ωB97M-V with the def2-TZVPD basis set) results for one molecule with the formula C20H19N5OS.

As for the spin multiplicity: 1. Its frontier orbital gap is 7.7 eV. As for the net charge: 0.

Cartesian coordinates (Å):
H -5.280 0.817 -1.234
H -2.640 0.697 -1.531
H -3.142 -2.132 -2.931
C 2.316 -0.734 2.276
H 3.523 5.334 -1.476
C 2.017 2.501 -0.342
C 2.744 4.567 -1.362
C 1.535 4.629 -2.103
C -3.389 -1.246 -2.236
C 0.840 2.514 -1.028
N 1.033 0.381 0.634
N 1.211 -0.619 1.534
H 3.831 3.433 0.236
C 1.555 -2.973 3.038
C 3.423 0.269 2.169
O 4.438 0.449 2.843
H -0.465 3.640 -2.363
H 0.735 -4.851 3.733
C 2.067 1.338 0.570
H -4.175 1.637 -2.556
H 0.686 -2.916 2.426
C -2.263 -0.225 -1.910
C 2.955 3.561 -0.468
C -0.033 0.500 -0.329
H -5.811 -0.605 -4.375
N -0.081 1.560 -1.132
C -5.279 -1.273 -3.807
H 4.393 -3.400 5.613
S -1.225 -0.903 -0.568
C 1.613 -4.218 3.781
H -5.871 -1.857 -3.179
C 2.503 -1.956 3.147
H 2.632 -5.204 5.300
C 3.510 -3.258 4.966
H 1.252 5.380 -2.754
C 2.548 -4.282 4.768
C 3.521 -2.165 4.109
H 4.352 -1.390 4.164
H -4.753 -1.912 -4.506
C 0.599 3.662 -1.936
N 3.203 1.319 1.267
N -4.388 -0.439 -3.002
H -1.649 -0.007 -2.805
C -4.886 0.862 -2.332
H -5.757 1.129 -2.924
H -3.946 -1.612 -1.383

# 2
DFT (ωB97M-V with the def2-TZVPD basis set) results for one molecule with the formula C20H19NO3S.

As for the spin multiplicity: 1. Its frontier orbital gap is 9.1 eV. As for the net charge: 0.

Cartesian coordinates (Å):
H -3.868 -1.466 -2.747
C 3.075 -0.190 0.947
C -4.876 -0.082 -4.042
C 0.454 0.639 0.643
H 3.890 1.192 3.277
C 3.073 0.513 3.301
O 4.656 -0.156 5.851
H -2.127 -0.458 -0.544
H -0.349 1.251 -2.370
C -3.771 -0.590 -3.443
H 4.397 -1.213 3.229
H 3.036 -1.724 7.032
C 2.402 -0.460 -0.252
S 2.173 -2.136 3.641
H -5.856 -0.675 -3.934
H -3.492 2.635 -5.607
C 3.839 -0.869 5.274
H 4.101 -0.515 1.044
H -0.570 -0.800 -3.876
H 2.449 0.720 4.210
H -1.443 -1.582 -2.534
C -1.247 -0.640 -3.019
C -2.452 1.164 -4.486
C 2.285 -2.532 5.284
H 0.565 1.408 2.719
C 1.145 -0.053 -0.399
C 1.062 0.928 1.874
H -1.524 1.737 -4.799
C -4.807 1.089 -4.747
H -5.692 1.306 -5.356
H -1.756 1.369 1.132
H -2.406 1.091 -1.171
C -0.652 0.249 -2.010
C -1.668 0.442 -0.843
H -0.800 2.138 -0.003
C -2.570 0.010 -3.713
O 0.549 -0.421 -1.597
O 1.279 -2.977 5.845
N 3.118 -1.777 6.034
H 3.075 -1.079 -0.981
C 3.488 -0.863 3.792
C -1.010 1.182 0.326
C -3.603 1.723 -4.984
C 2.430 0.468 2.002

# 3
DFT (ωB97M-V with the def2-TZVPD basis set) results for one molecule with the formula C20H19NO4S.

As for the spin multiplicity: 1. Its frontier orbital gap is 9.1 eV. As for the net charge: 0.

Cartesian coordinates (Å):
C 5.458 -1.894 0.100
H -4.515 -2.328 1.560
C 2.573 0.982 1.730
H -4.050 -3.908 0.882
H -4.925 -1.663 -2.791
H -1.088 2.398 -0.244
C 4.456 -2.653 0.684
H 2.346 -2.950 0.905
C -3.708 -0.149 -0.035
H 4.715 -3.490 1.315
C -4.505 0.436 -2.622
C -4.167 -1.167 -0.860
O 4.574 1.292 -2.661
H 5.881 -0.214 -1.186
C 2.366 1.674 0.564
C 1.301 0.767 2.296
H 2.999 3.065 -0.918
C -4.040 1.451 -1.799
S 3.357 0.914 -1.949
C -3.892 -2.832 0.815
H 3.519 0.677 2.128
N -1.655 2.107 0.537
O -4.263 -2.474 -0.496
H 4.321 2.176 -0.106
C 3.123 -2.351 0.455
H -3.390 -0.343 0.977
C 5.126 -0.820 -0.707
H -2.840 -2.606 1.013
C -3.647 1.159 -0.504
O -1.684 0.898 2.458
H -3.335 3.221 0.039
C -4.568 -0.862 -2.163
C 0.395 1.333 1.438
H -3.502 2.099 1.419
C 2.786 -1.278 -0.353
C 3.299 2.118 -0.473
C -1.071 1.407 1.537
H -4.817 0.661 -3.630
H 1.752 -1.037 -0.548
C 3.794 -0.515 -0.917
H 6.495 -2.139 0.273
H -3.993 2.467 -2.164
C -3.094 2.223 0.412
O 1.045 1.883 0.379
H 1.068 0.266 3.212

HOMO across the listed records, respectively: -8.413, -8.562, -8.576 eV.
LUMO energy across the listed records, respectively: -0.682, 0.490, 0.499 eV.
Strongest force on any atom across the listed records, respectively: 5.30, 6.00, 1.69 eV/Å.